The following is a DFT calculation (ωB97M-V/def2-TZVPD) of a cluster of 2 separate species, C29H28BF4IN3O2S2 in total at a distorted geometry.

HOMO level, hartree: -0.2339
Largest force on an atom, hartree/bohr: 0.064
Frontier orbital gap, eV: 6.2

```
! RIJCOSX wB97M-V def2-TZVPD def2/J DEFGRID3
* xyz -1 1
C 4.93977 1.96848 -1.05798
C 4.00412 1.66129 -0.35453
C 3.03490 1.29508 0.74916
C 1.71693 0.74853 0.16258
C 0.60442 1.63998 0.14566
C -0.64121 1.26874 -0.41082
C -1.83067 2.25187 -0.47232
C -1.34305 3.66923 -1.00768
C -1.76947 4.72645 0.06485
I -2.19855 4.12274 -2.96308
C -0.75426 -0.03005 -0.94577
C 0.36914 -0.93328 -0.91718
C 1.63369 -0.57121 -0.37089
C 2.74987 -1.62914 -0.46547
C 3.71423 -1.73476 0.72443
C 3.43230 -2.34040 1.96800
C 4.43921 -2.40209 2.96485
C 5.73566 -1.86312 2.76858
C 6.03272 -1.24831 1.52470
C 7.40076 -0.61947 1.18083
C 5.02657 -1.20583 0.53952
C -0.07473 -2.25836 -1.56623
O 0.52073 -3.25731 -1.86544
N -1.46949 -2.06549 -1.78802
C -2.39381 -2.99182 -1.10156
C -2.00611 -3.20346 0.39564
C -3.08482 -3.98254 1.19383
S -4.73742 -3.19860 1.19793
C -4.85118 -2.13214 2.64466
S -4.94947 -2.71750 4.15965
N -4.89146 -0.71319 2.46489
C -5.94754 0.13579 2.69736
C -5.54456 1.43753 2.41057
N -4.21538 1.34581 1.99518
C -3.84874 0.10814 2.01588
C -1.93899 -0.73390 -1.65739
O -2.96189 -0.24042 -2.02901
H 5.79340 2.46340 -1.51000
H 2.78478 2.26085 1.24639
H 3.48964 0.66566 1.53378
H 0.76993 2.63928 0.58352
H -2.30248 2.35899 0.52286
H -2.57532 1.90667 -1.21635
H -0.25098 3.70248 -1.16778
H -1.29848 4.45705 1.03687
H -2.87520 4.66669 0.14227
H -1.43053 5.72802 -0.26454
H 3.33179 -1.49954 -1.40539
H 2.25547 -2.61915 -0.56921
H 2.44221 -2.78267 2.15318
H 4.28169 -2.89310 3.93907
H 6.52077 -1.89617 3.53658
H 7.45466 -0.48495 0.08122
H 8.23791 -1.21520 1.58526
H 7.40982 0.39708 1.62710
H 5.26992 -0.73885 -0.43008
H -3.40888 -2.54000 -1.12052
H -2.49194 -3.95361 -1.65144
H -1.08057 -3.82227 0.40525
H -1.73970 -2.22756 0.85370
H -2.72778 -4.13155 2.23091
H -3.19124 -4.98841 0.73371
H -6.95209 -0.13040 3.04599
H -6.10188 2.37374 2.45687
H -2.90398 -0.37410 1.74442
B -2.50100 3.73878 -7.05350
F -1.95042 2.52960 -6.56526
F -1.46840 4.55179 -7.58050
F -3.44623 3.45517 -8.06818
F -3.14542 4.42715 -5.98718
*
```

---

The following is a DFT calculation (ωB97M-V/def2-TZVPD) of a structure of composition C29H28Br2FKN11O4S3Se2 at a distorted geometry.

HOMO level, hartree: -0.1819
Largest force on an atom, hartree/bohr: 0.083
Frontier orbital gap, eV: 6.1

```
! RIJCOSX wB97M-V def2-TZVPD def2/J DEFGRID3
* xyz -1 1
K 11.70920 11.49196 15.75978
C 7.91725 8.04527 14.56338
Se 8.70399 9.69093 13.79632
C 9.94736 8.92105 12.46825
C 10.73393 7.68168 12.88612
Se 12.55209 8.04327 13.67118
C 12.65568 6.81956 15.19620
H 8.04820 7.26129 13.81814
H 6.90233 8.17954 14.91050
H 8.50296 7.80772 15.46083
H 10.66681 9.76874 12.36365
H 9.39523 8.81396 11.56014
H 11.02644 7.15083 11.94456
H 10.18102 6.98929 13.51431
H 12.05040 5.94763 14.89194
H 12.12980 7.32048 16.01388
H 13.73230 6.62956 15.44494
Br 18.52726 11.40938 18.62526
C 16.90475 11.25070 17.72876
C 15.86781 10.53922 18.35922
C 14.66607 10.51094 17.73798
N 14.45900 11.01359 16.50498
C 15.45712 11.57934 15.88096
C 16.73357 11.77994 16.49298
C 15.23097 12.02203 14.53299
C 16.33872 12.25661 13.68605
C 16.10584 12.71896 12.41205
Br 17.46073 12.71151 11.08440
C 14.79485 13.05151 12.05679
C 13.75558 12.75736 12.93053
N 13.97838 12.17640 14.09044
H 15.91415 10.13107 19.35265
H 13.81671 10.08114 18.23784
H 17.59095 12.35307 16.03886
H 17.34452 11.94350 13.92751
H 14.60918 13.61832 11.13136
H 12.73906 12.98834 12.62709
S 7.76950 5.90529 19.72756
C 8.44708 7.42536 19.85632
S 9.29893 8.13971 18.50798
C 9.82090 9.49273 19.49586
N 9.50110 9.31060 20.79325
N 8.58749 8.28752 20.91089
C 7.95911 8.12622 22.21267
C 8.57988 8.80286 23.28370
C 8.04926 8.65250 24.55770
C 6.99284 7.78915 24.80695
C 6.36112 7.13197 23.72540
C 6.82236 7.32590 22.41651
S 10.72978 10.66623 18.77060
H 9.41916 9.49491 22.99137
H 8.48683 9.21696 25.40953
H 6.51207 7.68342 25.80485
H 5.51103 6.48739 23.87178
H 6.46012 6.77673 21.55689
F 7.91545 14.67353 8.46645
C 8.57914 15.34186 9.42401
C 8.89851 14.81649 10.63872
N 9.22339 15.61156 11.70577
C 9.16227 15.04701 13.06613
C 9.98426 13.77090 13.36050
O 10.18218 12.92473 12.42933
O 10.31408 13.63317 14.55229
C 9.43452 17.01059 11.59815
O 9.48916 17.76036 12.54358
N 9.51716 17.42360 10.22226
C 8.77080 16.78819 9.20184
O 8.38040 17.42810 8.21531
H 9.02771 13.72873 10.81573
H 8.09780 14.81834 13.32009
H 9.46226 15.86776 13.71552
H 9.52351 18.44984 10.18563
N 11.32342 15.43290 19.19589
N 11.91021 15.50485 17.97410
N 12.57282 16.61852 17.52290
C 13.10694 16.17989 16.34519
N 12.95954 14.87407 16.22703
N 12.17575 14.44999 17.18564
H 11.18362 16.35828 19.59493
H 10.74043 14.59595 19.42330
H 13.73505 16.71885 15.66148
*
```

---

The following is a DFT calculation (ωB97M-V/def2-TZVPD) of a cluster of 2 separate species, C29H28Br2N in total at a distorted geometry.

HOMO level, hartree: -0.3641
Largest force on an atom, hartree/bohr: 0.032
Frontier orbital gap, eV: 4.4

```
! RIJCOSX wB97M-V def2-TZVPD def2/J DEFGRID3
* xyz 1 1
Br -2.66797 2.90132 -8.37785
C -2.11964 2.52600 -6.60997
C -0.98531 3.16877 -6.08039
C -0.57739 2.88052 -4.78229
C -1.27664 1.93719 -3.97656
C -0.86609 1.68622 -2.62713
C -1.30832 0.62027 -1.83282
C -1.30157 0.62936 -0.43471
C -2.12407 -0.20796 0.39156
C -2.43063 0.19751 1.72288
C -3.46718 -0.40130 2.43099
C -4.14567 -1.49679 1.86848
Br -5.62569 -2.24262 2.77354
C -3.74042 -2.02377 0.63112
C -2.73721 -1.38902 -0.10214
C -2.42329 1.30850 -4.53289
C -2.83846 1.60148 -5.83232
H -0.43578 3.88093 -6.68736
H 0.29495 3.38414 -4.36469
H -0.19053 2.42713 -2.19756
H -1.69459 -0.27161 -2.33768
H -0.88657 1.49708 0.08188
H -1.88224 1.03321 2.15809
H -3.76340 -0.02435 3.40363
H -4.23244 -2.90536 0.23311
H -2.44323 -1.77643 -1.07663
H -2.99068 0.61179 -3.91543
H -3.71342 1.11300 -6.24939
C 1.48475 -3.63899 3.60309
C 2.25461 -4.29144 2.44799
C 2.27482 -3.26549 1.30801
N 1.90770 -2.00310 1.92212
C 1.83453 -0.84407 1.17829
C 1.46834 -0.83801 -0.15371
C 1.95482 0.22930 -1.04470
C 1.77973 1.61605 -0.39729
C 1.96571 1.64326 1.08052
C 2.18027 0.45139 1.80716
C 2.69297 0.56061 3.10972
C 2.64114 1.78107 3.78246
C 2.17441 2.92740 3.11762
C 1.86647 2.86054 1.75884
C 1.27401 -2.16488 3.22183
H 0.51565 -4.12368 3.74925
H 2.04650 -3.70288 4.53790
H 3.28573 -4.50170 2.74902
H 1.79199 -5.22552 2.12012
H 3.26621 -3.19808 0.83201
H 1.56009 -3.53880 0.51521
H 1.03362 -1.73370 -0.59293
H 3.03711 0.10540 -1.24042
H 1.43531 0.19806 -2.00490
H 2.44704 2.34132 -0.88901
H 0.76751 1.96323 -0.61183
H 3.13115 -0.31839 3.58483
H 2.96072 1.83280 4.82242
H 2.08719 3.87347 3.64791
H 1.54890 3.74905 1.20970
H 0.19740 -1.91489 3.17783
H 1.70709 -1.49456 3.97350
*
```

---

The following is a DFT calculation (ωB97M-V/def2-TZVPD) of a structure of composition C29H28CrF5N7O6S4 at a distorted geometry.

HOMO level (alpha / beta), hartree: -0.1895 / -0.1899
Largest force on an atom, hartree/bohr: 0.033
Frontier orbital gap (alpha / beta), eV: 7.4 / 7.5
Expectation value of S²: 0.7992

```
! RIJCOSX wB97M-V def2-TZVPD def2/J DEFGRID3
* xyz -1 2
Cr -0.01643 0.50537 -1.07983
N 4.04556 -1.42937 -0.95745
C 4.03989 -0.11830 -0.58334
N 3.01544 0.65791 -0.63149
C 3.30398 1.92028 -0.20079
C 4.58633 2.12657 0.19486
S 5.48116 0.65271 0.07264
C 2.27657 2.94354 -0.34787
C 2.31652 4.15109 0.25702
S 1.11528 5.18654 -0.41181
C 0.61012 3.87050 -1.45439
N 1.26394 2.75625 -1.28300
N -0.32634 4.11546 -2.39410
H 3.23444 -1.69981 -1.49905
H 4.92435 -1.83117 -1.22798
H 5.06268 3.03743 0.51469
H 2.96201 4.47517 1.05493
H -0.94030 4.89497 -2.22888
H -0.77640 3.33057 -2.85591
C -1.05633 0.09663 4.65595
C 0.41262 0.05160 4.24596
N 0.68320 -1.03184 3.31540
C 0.99467 -2.32930 3.89807
C 2.49918 -2.53969 4.04731
C 0.62996 -0.86928 1.97006
S 0.20005 0.67395 1.36991
N 0.89240 -1.99076 1.28656
C 1.02455 -2.09563 -0.02291
O 1.04515 -1.21292 -0.91023
C 1.20931 -3.50265 -0.50605
C 0.75034 -3.84285 -1.77416
C 0.89710 -5.14151 -2.24025
C 1.50636 -6.10190 -1.44541
C 1.97276 -5.76263 -0.18067
C 1.82293 -4.46774 0.28838
H -1.22193 0.89231 5.38456
H -1.37246 -0.85136 5.09614
H -1.67148 0.29493 3.77726
H 1.05385 -0.09022 5.12041
H 0.68187 0.99015 3.76826
H 0.57856 -3.10169 3.25671
H 0.50681 -2.38150 4.87396
H 2.97395 -2.44984 3.06965
H 2.71112 -3.53188 4.45133
H 2.93549 -1.79275 4.71333
H 0.26627 -3.08012 -2.37137
H 0.54061 -5.40595 -3.22795
H 1.61738 -7.11710 -1.80718
H 2.45038 -6.51007 0.44119
H 2.17818 -4.18136 1.26918
O -1.04896 3.06789 0.72664
C -1.83629 2.68022 -0.11561
N -1.54127 1.83579 -1.16154
S -2.79725 1.82946 -2.24904
O -3.24764 0.54093 -2.66787
O -2.51152 2.77807 -3.30935
C -3.96210 2.66742 -1.20029
C -5.28395 2.99943 -1.40698
C -5.89293 3.82573 -0.47067
C -5.18263 4.30827 0.62608
C -3.84864 3.97255 0.81037
C -3.25302 3.14256 -0.12193
H -5.82678 2.62934 -2.26711
H -6.93135 4.10310 -0.60055
H -5.67870 4.95415 1.33996
H -3.26945 4.33501 1.64931
F 0.06744 1.60315 -3.72990
C 0.23884 0.34959 -3.13137
F -0.72041 -0.45206 -3.70325
C 1.54304 -0.12820 -3.78855
F 1.48686 -0.05034 -5.13630
F 2.59218 0.61695 -3.40869
F 1.82844 -1.41258 -3.50578
C -3.35309 -2.14110 -0.71239
C -2.50295 -0.94659 -0.31399
O -2.89878 -0.15528 0.53133
O -1.37512 -0.89513 -0.96226
H -3.96633 -2.46224 0.12681
H -2.72448 -2.95436 -1.07095
H -3.99483 -1.80451 -1.52782
*
```